# 1
The following is a quantum chemistry calculation of C6H8S2 in the gas phase at a distorted geometry, from OMol25.

Summary:
SMILES = C=C1SCCSC1=C
Relative energy (zero: lowest compared OMol25 entry of this formula, charge and spin) = 120.8 kJ/mol
Energy = -28020.7909 eV
HOMO-LUMO gap = 9.12 eV
HOMO = -0.30800 hartree

XYZ file:
```
16
C6H8S2, DFT ωB97M-V with the def2-TZVPD basis set
C 1.192 1.774 1.031
C 0.698 0.824 0.268
C 0.502 -1.775 -0.463
C -0.597 -1.674 0.598
C -0.693 0.892 -0.241
C -0.970 2.002 -0.937
H 2.239 1.792 1.324
H 0.512 2.479 1.512
H 0.051 -1.676 -1.467
H 1.059 -2.708 -0.454
H -0.119 -1.460 1.596
H -1.130 -2.636 0.588
H -0.223 2.824 -0.998
H -1.926 2.146 -1.450
S 1.746 -0.453 -0.363
S -1.824 -0.360 0.226
```


# 2
The following is a quantum chemistry calculation of C6H9B as an isolated structure at a distorted geometry, from OMol25.

Summary:
Relative energy (zero: lowest compared OMol25 entry of this formula, charge and spin) = 465.9 kJ/mol
Energy = -7038.0041 eV
HOMO-LUMO gap (alpha / beta) = 9.33 / 6.30 eV
HOMO (alpha / beta) = -0.33066 / -0.23231 hartree

XYZ file:
```
16
C6H9B, DFT ωB97M-V with the def2-TZVPD basis set
B -0.987 0.476 0.040
C -0.939 -1.034 -1.375
C -0.780 -0.172 -2.413
C -0.152 -0.754 -0.216
C 0.217 0.788 -2.070
C 0.446 0.622 -0.638
C 1.160 0.040 3.444
H -1.840 1.247 0.285
H -1.592 -1.936 -1.484
H -1.409 -0.425 -3.368
H 0.272 -1.500 0.448
H 0.647 1.585 -2.688
H 1.263 1.051 -0.259
H 1.341 0.078 2.374
H 1.667 0.715 4.045
H 0.687 -0.781 3.874
```


Q: Look up the relative energy (zero: lowest compared OMol25 entry of this formula, charge and spin) of the first one.
A: 120.8 kJ/mol


Q: Number 2 is which compound?
A: C6H9B